ORCA calculation (ωB97M-V/def2-TZVPD) on a molecular structure, C29H35Cl2I2N6O5PY.

Each line ends with the Mulliken charge.
Atoms and positions in Å:
Y  -0.2124  0.5360  -0.0591  0.109
C  -1.7858  3.3080  0.9860  -1.233
N  -0.5316  2.6082  1.3328  1.407
C  0.6097  3.5060  1.1124  -1.355
C  -0.6040  2.0346  2.6656  0.093
C  -0.0141  2.6602  3.7453  -0.300
C  0.0437  2.0375  4.9882  -0.905
C  -0.4689  0.7620  5.1120  -1.275
C  -1.0782  0.1281  4.0345  -1.830
C  -1.2166  0.7570  2.7904  1.169
N  -1.7377  0.2165  1.6142  1.455
C  -2.4852  -0.9293  1.5075  0.273
C  -3.0749  -1.6751  2.5457  -1.467
C  -3.7243  -2.8788  2.3015  -0.816
C  -3.8671  -3.3766  1.0186  -1.040
C  -3.4266  -2.5891  -0.0447  0.404
C  -2.7655  -1.3917  0.1814  -0.009
N  -2.4165  -0.4899  -0.8937  1.749
C  -3.4075  0.6181  -0.9286  -0.971
C  -2.3826  -1.0844  -2.2318  -1.338
H  -1.8808  4.2240  1.5780  0.316
H  -2.6288  2.6598  1.2089  0.361
H  -1.7835  3.5511  -0.0765  0.219
H  0.4804  4.4673  1.6200  0.449
H  0.6851  3.7081  0.0425  0.206
H  1.5245  3.0282  1.4589  0.336
H  0.4351  3.6353  3.6162  0.429
H  0.5049  2.5400  5.8273  0.417
H  -0.3964  0.2371  6.0569  0.414
H  -1.3955  -0.8922  4.1684  0.321
H  -3.0546  -1.3077  3.5571  0.861
H  -4.1374  -3.4238  3.1415  0.444
H  -4.3811  -4.3097  0.8320  0.470
H  -3.6285  -2.8972  -1.0626  0.411
H  -4.3919  0.2205  -1.1945  0.455
H  -3.0856  1.3558  -1.6609  0.021
H  -3.4632  1.0783  0.0531  0.202
H  -3.3831  -1.3663  -2.5767  0.485
H  -1.7344  -1.9572  -2.2428  0.346
H  -1.9827  -0.3374  -2.9174  0.029
I  -2.1915  3.3503  -4.1456  0.024
C  -0.1924  2.9943  -3.7434  -0.155
C  0.7859  3.4679  -4.6453  -0.165
C  2.1185  3.2527  -4.4376  -0.237
I  3.4863  3.9679  -5.8293  0.081
C  2.5413  2.5401  -3.2784  1.290
C  3.8860  2.2679  -2.9439  -0.914
C  4.1844  1.5821  -1.7975  -1.321
C  3.1350  1.1543  -0.9642  -0.448
N  1.8725  1.3813  -1.2503  0.696
C  1.5573  2.0704  -2.3837  -0.683
C  0.1518  2.2907  -2.6095  -0.259
O  -0.7033  1.8177  -1.7458  0.098
H  0.4566  4.0120  -5.5203  0.357
H  4.6739  2.6225  -3.5960  0.236
H  5.2088  1.3894  -1.5089  0.537
H  3.3293  0.6178  -0.0426  0.571
Cl  3.9608  -0.9801  2.8394  -0.158
C  2.2424  -1.2121  3.1556  0.326
Cl  1.8940  -2.8987  3.5979  -0.201
C  1.4131  -0.7520  1.9577  -0.146
O  1.6110  0.3992  1.5218  -0.309
O  0.5272  -1.4967  1.4686  -0.295
H  1.9712  -0.5998  4.0123  0.190
N  3.4197  -2.3832  -2.7917  -0.196
C  2.0428  -2.9983  -2.7517  -1.021
P  1.4307  -2.4541  -1.0787  1.315
O  2.7327  -2.2053  -0.3880  -1.069
O  0.4215  -1.3781  -1.3371  -0.985
C  0.5813  -3.9548  -0.4093  -1.053
N  -0.4369  -3.6739  0.6414  0.159
H  4.1122  -2.9755  -3.2426  0.388
H  3.6364  -2.2340  -1.7659  0.278
H  3.4169  -1.4769  -3.2587  0.303
H  2.1507  -4.0749  -2.8656  0.481
H  1.4397  -2.5996  -3.5630  0.352
H  1.3463  -4.6008  0.0201  0.472
H  0.0844  -4.4899  -1.2210  0.456
H  -0.0271  -2.9923  1.3417  0.448
H  -0.7588  -4.5300  1.0859  0.481
H  -1.2692  -3.1889  0.2655  -0.238

Properties
net charge = +1
HOMO-LUMO gap = 6.4 eV
E_tot = -3726.40947 hartree